Version a
Formula: C3H7N2
Source: OMol25
Level of theory: ωB97M-V/def2-TZVPD

XYZ file:
```
12
Properties=species:S:1:pos:R:3
C -1.66579 0.63022 0.06914
C 1.22855 -1.51377 -0.26515
C 1.80908 -0.23327 -0.67229
N 1.11275 -0.42874 0.54439
N -2.09830 1.50476 0.85864
H -2.31819 -0.04048 -0.44760
H 0.42149 -2.04637 -0.72216
H 2.03345 -2.17587 0.14342
H 2.89158 -0.07653 -0.63566
H 1.28853 0.48247 -1.40515
H -3.12518 1.70680 1.17667
H -1.57797 2.19077 1.35574
```

Its total charge is +1. Its lowest unoccupied orbital energy (spin up / spin down) is -7.5 / -5.4 eV. Its HOMO-LUMO gap (spin up / spin down) is 6.078 / 8.804 eV.

Version b
Formula: C3H7N2
Source: OMol25
Level of theory: ωB97M-V/def2-TZVPD

XYZ file:
```
12
Properties=species:S:1:pos:R:3
C 0.11354 -0.03125 0.25748
C 0.26011 -1.15328 -1.36943
C -0.28825 1.39279 1.65360
N -0.29438 -1.25371 0.04681
N 0.43462 0.23827 -1.01192
H 1.31206 -1.58991 -1.46653
H -0.38461 -1.36104 -2.30970
H -0.36863 2.05345 0.83641
H 0.52758 1.25373 2.20900
H -1.30865 1.33345 1.99766
H -0.61824 -2.03002 0.62493
H 0.61485 1.14750 -1.46831
```

Its total charge is +1. Its lowest unoccupied orbital energy is -4.1 eV. Its HOMO-LUMO gap is 11.391 eV.

Version c
Formula: C3H7N2
Source: OMol25
Level of theory: ωB97M-V/def2-TZVPD

XYZ file:
```
12
Properties=species:S:1:pos:R:3
C -1.27607 0.95485 -0.03272
C -0.36331 0.51432 -1.12104
C 1.16810 -1.21130 -0.22246
N 0.61311 0.09428 -0.22387
N -1.09927 1.61178 1.04797
H -0.79905 -0.10808 -1.79804
H -0.04155 1.40045 -1.71327
H 1.13003 -2.01052 -1.05329
H 2.15911 -0.94837 0.22287
H 0.73364 -1.74995 0.68673
H -1.92388 1.96824 1.42874
H -0.30906 1.62449 1.66828
```

Its total charge is +1. Its lowest unoccupied orbital energy (spin up / spin down) is -5.8 / -6.4 eV. Its HOMO-LUMO gap (spin up / spin down) is 9.305 / 7.973 eV.

version b is preferred energetically. Next in line: 1.919 eV higher.

Version a
Formula: C8H16N2O3S
Source: OMol25
Level of theory: ωB97M-V/def2-TZVPD

XYZ file:
```
30
Properties=species:S:1:pos:R:3
C -0.35155 -0.89522 1.94774
C 0.77422 -0.64938 0.84644
C -1.51502 0.25540 1.97445
C 0.77632 -0.17784 -1.54819
C 1.00485 1.38012 -1.35062
C -0.17306 -0.49392 -2.85461
C 0.02007 -1.93199 -3.46053
C 0.34557 0.52493 -4.03544
H 1.15006 -2.02527 2.49862
H 1.07246 -0.45611 3.13255
H -0.95123 -1.81823 1.54063
H -0.99152 1.32828 1.88689
H -2.58481 0.11878 1.06899
H -1.28573 -0.20815 4.60557
H -0.69804 -1.41473 -0.76858
H 1.64373 -0.70372 -1.72287
H -1.13617 0.01065 -2.41062
H 1.01546 -2.28138 -3.56181
H -0.47874 -2.68725 -2.86967
H -0.27054 -2.06303 -4.56416
H 1.62240 0.92006 -3.89848
H -0.50551 1.62878 -4.09893
H 0.43664 -0.34471 -5.14122
H 0.27984 2.93976 -0.64920
N 0.36690 -1.21750 3.02606
N 0.18008 -0.55482 -0.39753
O 1.85216 -0.23659 1.23820
O 1.91553 1.90436 -2.09053
O 0.11635 2.07924 -0.48758
S -2.40674 0.08836 3.63478
```

Its lowest unoccupied orbital energy is 0.1 eV. Its HOMO-LUMO gap is 8.903 eV.

Version b
Formula: C8H16N2O3S
Source: OMol25
Level of theory: ωB97M-V/def2-TZVPD

XYZ file:
```
30
Properties=species:S:1:pos:R:3
C -3.84810 -1.77168 1.02050
S -3.88777 -0.39554 -0.13525
C -2.12418 -0.15412 -0.62289
C -1.51740 1.11309 -0.05553
C 0.00649 1.11808 -0.34937
N 0.59718 -0.04811 0.05069
C 1.55810 -0.68689 -0.67191
O 1.71733 -0.73413 -1.86165
C 2.75423 -1.41735 0.03624
C 2.67652 -2.85094 -0.32068
N 2.87830 -1.04804 1.54510
C 0.91701 2.31538 0.31508
O 1.65995 2.26345 1.18911
O 0.77432 3.42902 -0.46893
H -3.34781 -1.36657 1.85998
H -4.87183 -1.95057 1.36117
H -3.17661 -2.63087 0.73379
H -1.51159 -1.00686 -0.44742
H -2.11488 -0.05371 -1.74130
H -1.98532 1.98585 -0.52748
H -1.73496 1.29256 1.02106
H 0.14189 1.15801 -1.41206
H 0.92477 -0.06350 0.99664
H 3.67027 -0.95482 -0.33427
H 1.82774 -3.30752 0.21194
H 2.52184 -3.02435 -1.36670
H 3.63457 -3.34100 -0.03194
H 3.16429 -1.90982 2.04517
H 3.75884 -0.52486 1.54286
H 1.22610 4.03965 0.10514
```

Its SMILES is CSCC[C@H](NC(=O)[C@H](C)N)C(=O)O. Its lowest unoccupied orbital energy is 0.7 eV. Its HOMO-LUMO gap is 9.169 eV.

version b is preferred energetically. Next in line: 8.568 eV higher.

Version a
Formula: C3H4F2
Source: OMol25
Level of theory: ωB97M-V/def2-TZVPD

XYZ file:
```
9
Properties=species:S:1:pos:R:3
F -0.84605 1.17716 -0.08687
C -0.19583 -0.01071 -0.02737
F -1.07965 -1.04786 0.03775
C 1.03289 0.03630 0.78209
C 1.16648 -0.16826 -0.68873
H 1.16650 1.06344 1.10877
H 1.33059 -0.85530 1.37292
H 1.21464 -1.15668 -1.09305
H 1.59832 0.64078 -1.34257
```

Its SMILES is FC1(F)CC1. Its lowest unoccupied orbital energy is 1.1 eV. Its HOMO-LUMO gap is 11.486 eV.

Version b
Formula: C3H4F2
Source: OMol25
Level of theory: ωB97M-V/def2-TZVPD

XYZ file:
```
9
Properties=species:S:1:pos:R:3
C 0.85661 0.26225 -0.17584
C -0.54078 0.57032 -0.50296
C -0.18776 -0.73552 0.12704
F -0.24895 -2.03536 -0.03524
F -0.45384 -0.40139 2.17169
H 1.46235 -0.15873 -0.99236
H 1.30990 0.79978 0.62119
H -1.23241 1.04987 0.32661
H -0.96513 0.64879 -1.54013
```

Its lowest unoccupied orbital energy is -0.5 eV. Its HOMO-LUMO gap is 10.623 eV.

version a is preferred energetically. Next in line: 3.047 eV higher.

Version a
Formula: C3H4F2
Source: OMol25
Level of theory: ωB97M-V/def2-TZVPD

XYZ file:
```
9
Properties=species:S:1:pos:R:3
C -0.04591 -1.14688 -0.81347
C 0.39756 -0.57700 0.26215
C -0.09860 1.02546 0.47246
F -1.36489 1.16529 0.92813
F -0.04836 1.70437 -0.74675
H 0.23237 -2.12980 -0.99057
H -0.56247 -0.45955 -1.37299
H 1.04734 -1.06084 0.97062
H 0.44293 1.47894 1.29043
```

Its SMILES is C=CC(F)F. Its lowest unoccupied orbital energy is 1.2 eV. Its HOMO-LUMO gap is 11.997 eV.

Version b
Formula: C3H4F2
Source: OMol25
Level of theory: ωB97M-V/def2-TZVPD

XYZ file:
```
9
Properties=species:S:1:pos:R:3
C -0.01444 1.36824 1.01457
C 0.55128 0.22788 0.75365
C -0.35030 -1.18693 -1.16660
F 1.50010 -0.44899 1.36720
F -0.07618 -0.42143 -2.22621
H 0.28775 1.97616 1.85964
H -0.79516 1.74658 0.38445
H 0.29144 -2.04576 -1.07520
H -1.39449 -1.21577 -0.91150
```

Its lowest unoccupied orbital energy (spin up / spin down) is 0.3 / 0.1 eV. Its HOMO-LUMO gap (spin up / spin down) is 9.417 / 8.956 eV.

version a is preferred energetically. Next in line: 3.141 eV higher.

Version a
Formula: H43O21
Source: OMol25
Level of theory: ωB97M-V/def2-TZVPD

XYZ file:
```
64
Properties=species:S:1:pos:R:3
O -2.02759 -0.86903 4.00268
H 5.18630 -0.78588 1.78589
H -2.54859 0.30951 0.06629
O 4.03756 -2.02322 -2.99774
H 4.53063 -2.04783 -2.14270
H -4.24991 3.05946 -0.70421
O -3.18323 -2.14213 0.79884
H -3.53261 -1.83990 -0.01755
H -0.97346 4.47561 1.50143
O 4.91781 2.15676 0.94132
H -0.72927 4.72734 3.07246
H -1.97904 0.06927 -4.81849
O 1.49924 3.43159 0.54410
H 1.41419 -4.12274 -2.83711
H 1.96572 4.00468 1.11666
O -0.95877 4.06946 2.43579
H 3.96806 -0.20772 1.17532
H -0.72167 1.95617 -2.70450
O -1.20891 -2.22696 -2.20273
H 1.02646 3.82174 -0.28472
H 2.55367 0.55634 -3.65319
O -3.51003 3.16130 -0.18471
H -2.22475 -1.47748 4.67332
H 1.58850 1.71054 -2.76933
O 1.87541 1.05742 -0.11903
H -1.88781 2.41926 1.98155
H 1.25124 1.79152 -0.22692
O 0.48506 -4.19034 -2.95060
H 4.52769 2.96738 1.37906
H 2.93950 0.58137 2.99385
O 1.34391 -1.95222 3.49884
H 1.42567 -2.66737 2.82175
H -0.98047 -2.96566 -1.59525
O -4.00009 -1.41153 -2.56683
H -3.07163 -1.76921 -2.65201
H -1.34154 -2.68278 -3.13233
O -2.48954 1.65874 2.20145
H 1.62554 0.67010 -0.80987
H -3.33391 2.18187 2.02580
O -0.10773 1.50440 -2.45216
H -0.49820 0.64344 -2.11117
H -3.27308 2.25933 -0.38525
O -2.79209 0.63956 -0.72851
H 1.86330 -0.75991 3.55519
H 3.69853 -1.22898 -2.96561
O -0.54712 -0.34286 2.10748
H 0.46327 -1.63232 3.40301
O 1.17438 -3.28897 0.92360
H 2.04406 -3.10392 0.51678
H 1.02833 -4.37518 0.91082
O 1.85675 0.41115 3.13448
H 1.60515 0.29100 2.18364
H -2.83223 -0.41635 3.78216
O -2.02085 -0.17194 -3.88090
H 0.11759 -4.08819 -3.88342
H -3.98309 -1.18622 -3.58187
O 2.30250 1.05213 -2.93989
H -2.79571 0.39752 -3.58512
H 4.15739 1.65445 0.69502
O 4.39627 -0.99831 1.32769
H -4.00574 -2.48708 1.30577
H -2.83821 -0.17005 -1.29726
H -1.57350 -0.56642 2.31234
H -0.64932 0.50827 2.00657
```

Its total charge is +1. Its lowest unoccupied orbital energy is -2.7 eV. Its HOMO-LUMO gap is 10.448 eV.

Version b
Formula: H43O21
Source: OMol25
Level of theory: ωB97M-V/def2-TZVPD

XYZ file:
```
64
Properties=species:S:1:pos:R:3
O 3.74013 -0.63169 -0.02000
H 2.01191 -3.18161 2.99780
H -5.21685 0.85508 2.02677
O 0.69491 3.21889 3.76632
H 0.34536 2.67788 3.09496
H -0.92275 -1.80028 -3.96278
O 2.12772 0.33261 -1.84386
H 1.71145 1.21261 -1.82825
H 1.02581 -3.46678 -0.88040
O -2.02239 -2.77520 -3.39362
H -0.18356 -3.00935 -1.67951
H -1.72011 3.24465 1.35293
O 0.18931 2.94856 -2.18661
H 1.85760 0.93335 1.58073
H -0.05977 3.83979 -1.89389
O 0.23576 -3.75740 -1.35877
H 1.39919 -2.19509 0.87109
H -0.15136 -0.35559 5.17183
O -1.25167 5.32991 0.64990
H -0.82624 2.67694 -2.10577
H -3.07800 -1.43641 1.64867
O -0.27307 -1.12008 -4.33049
H 3.26703 -0.49922 0.78882
H -3.66883 -2.82644 1.32536
O 2.48960 -0.73383 4.64773
H -2.59367 -4.30532 -0.40902
H 2.27717 -4.66119 2.50911
O 1.35617 0.28763 1.11262
H -1.66861 -3.36457 -2.78038
H -0.49807 0.40924 -2.46476
O 2.09968 -2.50150 0.23440
H 2.55462 -3.28269 0.64686
H -0.69375 5.16698 1.43601
O 2.43935 -0.43281 -4.30547
H 1.62892 -0.65479 -4.73892
H -0.76236 5.25148 -0.11601
O -1.86774 -3.64070 -0.20241
H 2.17695 -0.49004 3.69117
H -1.43344 -4.31726 0.30253
O -0.75758 0.06288 4.47845
H -0.30023 0.63202 3.90061
H -0.54339 -1.21155 -5.25233
O -4.75908 0.62519 1.21706
H -1.65104 -0.48809 -2.47359
H 0.25293 3.09601 4.59153
O -3.69859 2.87105 -0.47106
H 3.13895 -1.63166 -0.05764
O 3.26496 3.34164 -0.95701
H 2.75882 4.11002 -0.92135
H 4.21134 3.45666 -1.17304
O -1.38312 0.41706 -2.15572
H 2.61869 0.19031 4.77620
H 3.17226 -0.06184 -0.75357
O -0.98589 2.64792 1.19972
H 0.49956 0.79116 1.29029
H 2.89964 0.15656 -4.86643
O -3.81318 -1.92351 1.25015
H -1.06040 2.36972 0.32519
H -2.96613 -3.12624 -3.58221
O 1.80638 -3.85855 2.29728
H 2.29501 0.13008 -2.76396
H -4.73917 -0.37919 1.26941
H -2.84999 2.51056 -0.65892
H -4.14719 2.32603 0.13622
```

Its total charge is +1. Its lowest unoccupied orbital energy is -3.1 eV. Its HOMO-LUMO gap is 9.818 eV.

version b is preferred energetically. Next in line: 3.562 eV higher.

Version a
Formula: C13H17N3O5
Source: OMol25
Level of theory: ωB97M-V/def2-TZVPD

XYZ file:
```
38
Properties=species:S:1:pos:R:3
N 5.77229 -1.23174 -1.14195
C 4.76413 -1.49926 -0.18659
O 4.99899 -1.82723 0.92835
C 3.41634 -0.94389 -0.63033
C 2.87852 -0.38626 0.71950
N 1.39545 -0.02142 0.57719
C 0.77230 0.80376 -0.20831
O 1.27138 1.41155 -1.09186
C -0.77401 0.94222 0.14162
N -1.14537 2.27072 -0.14382
C -1.47361 -0.06006 -0.79966
C -2.90938 -0.27587 -0.37852
C -3.46238 -1.56243 0.18371
C -4.75621 -1.56920 0.44857
C -5.75362 -0.54297 0.33749
O -7.01068 -0.83811 0.69669
C -5.19849 0.66232 -0.16763
C -3.78272 0.84474 -0.39984
C 3.80390 0.83777 0.87716
O 3.54652 1.78926 1.72114
O 4.95069 0.84767 0.26727
H 6.77474 -1.24959 -0.64425
H 5.68969 -0.29203 -1.68100
H 2.84088 -1.71776 -1.04980
H 3.77566 -0.32110 -1.47732
H 3.02797 -1.06221 1.61752
H 0.79407 -0.61737 1.30114
H -0.91855 0.68809 1.20165
H -0.37941 2.56035 -0.92948
H -1.26387 2.91112 0.75146
H -1.56325 0.13330 -1.87834
H -1.03003 -0.96770 -0.73152
H -2.64845 -2.33364 0.36079
H -5.01163 -2.43394 1.02762
H -7.51254 0.22998 0.94875
H -5.85158 1.60561 -0.40809
H -3.50637 1.73824 -1.03997
H 5.47863 1.47707 0.88066
```

Its SMILES is NC(=O)C[C@H](NC(=O)[C@@H](N)Cc1ccc(O)cc1)C(=O)O. Its lowest unoccupied orbital energy is 0.3 eV. Its HOMO-LUMO gap is 8.276 eV.

Version b
Formula: C13H17N3O5
Source: OMol25
Level of theory: ωB97M-V/def2-TZVPD

XYZ file:
```
38
Properties=species:S:1:pos:R:3
C 0.66676 -0.38410 -0.72817
C 1.14754 1.02770 -0.06655
C -0.80436 -0.15308 -1.17347
C -1.39342 -1.43834 -1.87985
C -1.78476 -1.40775 -3.41240
C -2.12367 -2.29234 -1.07721
C -2.33394 -2.55516 -3.90892
C -2.66185 -3.44337 -1.59173
C -2.67470 -3.65494 -3.02372
C 2.63073 2.06851 1.48934
C 2.92990 1.10856 2.83797
C 1.68001 3.22578 1.91847
C 0.38429 3.11961 2.59423
H 0.00979 -2.28160 0.38743
H 0.58760 -0.67441 1.70601
H 1.34555 -0.75057 -1.56272
H -1.28416 0.39643 -0.31474
H -0.69335 0.73111 -1.75256
H -1.44957 -0.51890 -3.96419
H -2.22721 -2.42013 0.00190
H -2.20293 -2.78426 -5.06899
H -3.33490 -4.37344 -1.25059
H -2.87254 -5.94176 -2.49091
H 3.00504 -0.01713 0.89943
H 3.44886 2.47111 0.89630
H 1.53720 3.81903 0.95294
H 2.47088 3.73397 2.62692
H -0.52918 2.97022 0.82828
H -1.54010 3.19654 2.23508
H 2.11610 2.55249 4.07471
N 0.88538 -1.21016 0.56287
N 2.13266 0.87254 0.80093
N -0.59857 3.48857 1.78438
O 0.69543 2.11296 -0.53607
O -3.32785 -4.85156 -3.41402
O 3.34175 0.02012 2.64180
O 0.35664 2.85332 3.85879
O 2.46495 1.38445 4.11905
```

Its lowest unoccupied orbital energy is -1.1 eV. Its HOMO-LUMO gap is 7.376 eV.

version a is preferred energetically. Next in line: 7.090 eV higher.